Record 1
Density functional theory data (the ωB97M-V functional and the def2-TZVPD basis) for C24H31F2N3O in the gas phase.

Structure (XYZ):
```
61
Properties=species:S:1:pos:R:3:forces:R:3:mulliken_charge:R:1
C -2.55817 0.67356 3.31550 -0.10 0.05 0.03 -0.871
N -3.37524 1.70150 2.70862 0.05 -0.05 0.01 0.156
C -4.65828 1.20487 2.26774 0.05 0.00 0.03 -0.913
H -4.59044 0.39908 1.52122 -0.05 0.06 0.00 0.246
H -5.19433 0.81718 3.13413 -0.10 -0.05 -0.02 0.367
H -5.23472 2.02696 1.84603 -0.10 0.02 -0.04 0.295
C -2.69818 2.55636 1.76588 0.04 -0.02 -0.29 -1.225
H -1.79009 2.91921 2.25311 0.00 0.09 -0.05 0.423
C -2.34563 1.98086 0.36943 -0.38 0.36 0.38 -0.673
N -1.30855 0.97460 0.38276 0.10 0.06 -0.03 0.811
C -1.50385 -0.34458 0.15862 -0.21 0.00 -0.11 0.183
O -0.63140 -1.17440 0.36124 0.16 -0.23 0.16 -0.639
C -2.83090 -0.77180 -0.39180 -0.03 -0.18 -0.12 0.027
C -3.25976 -0.32778 -1.63930 0.01 -0.12 0.22 0.025
C -4.44289 -0.79548 -2.18103 -0.19 -0.11 -0.01 -0.649
C -5.18739 -1.71266 -1.46039 0.10 0.05 0.05 0.275
C -4.77268 -2.18804 -0.22978 -0.13 0.01 -0.15 -0.604
C -3.58224 -1.71859 0.29573 0.13 0.11 -0.14 -0.501
H -3.22755 -2.09033 1.24517 0.04 -0.04 0.08 0.444
H -5.37178 -2.91427 0.29595 -0.08 -0.07 0.03 0.447
F -6.34808 -2.16165 -1.97906 0.11 0.03 0.04 -0.334
H -4.78934 -0.46326 -3.14678 -0.05 0.01 -0.10 0.477
H -2.65921 0.37746 -2.19514 0.05 0.10 -0.04 0.471
C 0.03522 1.38112 0.76495 0.39 -0.35 -0.17 -2.329
H 0.00544 2.41333 1.11398 -0.03 0.01 0.03 0.580
C 1.01873 1.24894 -0.40072 0.08 0.30 0.22 2.366
C 0.73967 2.24286 -1.52834 0.05 -0.34 -0.10 -0.803
C 1.78045 2.07183 -2.63425 0.10 0.17 0.16 -0.669
C 3.19406 2.18974 -2.04852 -0.09 0.02 -0.23 -1.030
N 3.44932 1.27731 -0.95219 0.23 -0.02 0.04 0.161
C 2.46080 1.45066 0.09134 -0.28 -0.14 0.05 -2.208
H 2.68354 0.75523 0.90288 -0.04 0.10 0.06 0.528
H 2.57154 2.47002 0.47773 -0.03 0.02 0.09 0.224
C 3.64406 -0.10585 -1.37057 0.05 0.06 0.01 -0.621
C 4.14147 -0.94115 -0.22346 0.15 0.01 -0.15 -0.155
C 5.48061 -0.91394 0.14570 -0.10 -0.12 0.10 0.423
C 5.97287 -1.64952 1.20737 0.08 0.15 -0.13 -0.612
C 5.10114 -2.43984 1.93582 -0.04 0.01 -0.02 -0.344
C 3.76117 -2.48750 1.59135 -0.10 -0.10 0.11 -0.825
C 3.28801 -1.74584 0.52233 0.18 -0.03 -0.02 -0.059
H 2.23940 -1.79052 0.26514 -0.16 0.03 -0.07 0.455
H 3.07857 -3.10417 2.15583 -0.06 -0.06 0.05 0.433
H 5.47119 -3.01832 2.76871 0.04 -0.05 0.07 0.375
H 7.02286 -1.59564 1.44888 0.11 0.02 0.00 0.444
F 6.34637 -0.15784 -0.56466 -0.12 -0.05 0.04 -0.318
H 4.40137 -0.09233 -2.15963 -0.13 -0.04 -0.01 0.607
H 2.73152 -0.57142 -1.77531 0.09 -0.02 -0.01 0.343
H 3.94221 2.01926 -2.82570 0.03 0.06 0.02 0.467
H 3.33590 3.20386 -1.65977 0.01 0.04 -0.08 0.432
H 1.64186 2.83146 -3.40558 0.01 -0.03 -0.08 0.451
H 1.65782 1.09308 -3.10292 -0.03 -0.02 -0.07 0.289
H -0.26334 2.08909 -1.93516 -0.06 0.07 0.03 0.178
H 0.79459 3.26242 -1.13455 -0.04 0.10 0.05 0.285
H 0.92487 0.23249 -0.79139 0.00 0.02 0.02 0.157
H 0.37469 0.73604 1.58232 -0.02 0.13 0.03 0.382
H -2.01616 2.81613 -0.25844 -0.08 -0.03 -0.05 0.202
H -3.24890 1.55777 -0.06897 0.10 0.13 0.00 0.652
H -3.34881 3.41968 1.58936 0.10 0.05 -0.04 0.427
H -3.09510 0.27317 4.17604 0.05 -0.08 0.06 0.368
H -2.31760 -0.16023 2.64388 0.05 -0.07 0.04 0.211
H -1.62847 1.11731 3.66779 0.10 -0.04 0.03 0.293
```
Positions in Å, forces in eV/Å.

The value obtained for the lowest unoccupied orbital energy is 0.631 eV. The value obtained for the highest occupied orbital energy is -8.2 eV. The structure (SMILES) is CN(C)CCN(C[C@H]1CCCN(Cc2ccccc2F)C1)C(=O)c1ccc(F)cc1. The net charge is 0. The frontier orbital gap comes out at 8.8 eV.

---

Record 2
Density functional theory data (the ωB97M-V functional and the def2-TZVPD basis) for a molecular structure, C24H31F3N3O10P2RuSSe2.

Structure (XYZ):
```
77
Properties=species:S:1:pos:R:3:forces:R:3:mulliken_charge:R:1
Ru 0.45917 0.08893 -0.34031 0.01 -0.30 0.72 1.915
C 4.90999 -2.78664 6.34266 0.01 0.00 0.00 -1.540
C 3.75880 -2.20762 5.56203 0.02 0.00 0.01 1.289
C 3.68816 -2.34312 4.18193 -0.02 -0.01 -0.03 -0.969
C 2.62007 -1.82125 3.46179 0.04 -0.01 -0.01 0.084
C 1.61181 -1.15286 4.13135 0.02 0.03 0.05 -0.390
C 1.66269 -1.00635 5.51173 0.03 -0.05 0.01 -0.713
C 2.73177 -1.53090 6.21798 -0.02 0.00 0.00 -0.737
S 0.28356 -0.35666 3.23905 -0.23 0.14 0.19 -0.289
O 0.70322 1.02680 3.18608 -0.09 0.16 -0.05 -0.285
O -0.91323 -0.59062 4.03863 -0.03 0.07 -0.08 -0.838
N 0.22741 -0.97470 1.80879 0.06 -0.25 -0.26 1.775
C -0.08617 -2.35754 1.70618 -0.01 0.26 0.00 -0.177
C -0.28524 -3.23701 2.77600 0.00 -0.07 0.07 -0.412
C -0.53391 -4.58331 2.54402 0.00 0.01 -0.03 -0.972
C -0.61998 -5.06741 1.25291 0.01 0.01 0.02 -0.862
C -0.46978 -4.20382 0.15581 -0.01 0.01 -0.01 1.202
C -0.64214 -4.64230 -1.18687 0.01 0.00 0.00 -1.032
C -0.64065 -3.67113 -2.20166 0.00 -0.02 0.03 -1.047
C -0.34544 -2.37310 -1.90628 -0.05 0.06 -0.04 -0.406
N -0.00690 -1.93672 -0.64951 -0.13 0.21 0.14 0.570
C -0.18039 -2.83229 0.39545 -0.03 -0.09 -0.12 -1.109
H 5.69371 -3.14809 5.67668 0.00 0.00 -0.01 0.355
H 4.58453 -3.62645 6.96143 -0.01 0.00 0.00 0.291
H 5.34991 -2.04123 7.00834 0.00 0.00 0.00 0.348
H 4.47759 -2.86640 3.65410 0.00 0.00 0.00 0.285
H 2.56262 -1.93512 2.38672 0.00 0.03 0.01 0.254
H 0.86134 -0.48491 6.01924 -0.01 0.00 -0.01 0.432
H 2.77247 -1.41259 7.29602 0.00 0.00 0.00 0.342
H -0.27915 -2.87780 3.79323 0.00 0.00 -0.01 0.548
H -0.68108 -5.24653 3.38933 0.00 -0.01 0.00 0.372
H -0.83858 -6.11321 1.06325 0.00 0.00 0.00 0.317
H -0.86887 -5.68233 -1.38649 -0.01 0.00 0.00 0.318
H -0.88643 -3.92541 -3.22549 0.00 0.00 0.00 0.369
H -0.38533 -1.61968 -2.67354 -0.02 -0.06 0.01 0.395
O 4.17682 3.66180 -0.09430 -0.10 0.14 -0.01 -0.538
C 3.38624 4.32043 0.87343 0.01 0.04 -0.04 -1.333
C 2.49105 3.42460 1.76125 0.06 -0.03 0.05 1.712
C 2.36804 4.21112 3.08215 -0.05 -0.07 -0.02 -1.284
O 1.47461 3.69334 4.04420 -0.12 -0.04 -0.04 -0.507
C 3.20149 2.09323 2.06936 -0.05 -0.10 0.19 -0.952
Se 3.13045 0.68281 0.71905 -0.04 0.32 -0.25 -0.051
C 1.08818 3.26903 1.15963 0.00 0.12 -0.04 -0.837
Se 1.11725 2.55259 -0.65185 0.40 -0.05 0.18 -0.574
H 3.56470 3.15496 -0.65359 0.08 -0.10 0.04 0.376
H 2.74315 5.07868 0.40429 0.01 0.02 -0.01 0.231
H 4.10194 4.84860 1.51245 -0.01 -0.01 0.02 0.479
H 2.04949 5.23453 2.83704 0.01 0.01 0.00 0.375
H 3.36757 4.28298 3.53297 0.01 -0.03 -0.02 0.370
H 1.10756 2.84224 3.75251 0.09 -0.03 0.01 0.643
H 2.77621 1.64768 2.96566 0.05 0.11 0.00 0.438
H 4.25910 2.30147 2.23761 0.02 0.01 -0.05 0.480
H 0.62437 4.25801 1.11094 0.01 0.01 -0.04 0.639
H 0.43958 2.61319 1.72324 -0.02 -0.08 0.13 0.064
N -3.30211 3.25609 0.18175 -0.05 0.00 -0.02 -0.933
C -3.71532 1.86707 -0.10077 -0.13 0.11 0.11 0.973
C -5.17404 1.66233 0.29063 0.03 -0.03 0.04 -1.720
P -2.58565 0.61780 0.62401 -0.05 -0.03 -0.37 0.389
O -3.25321 0.36592 2.07191 0.29 -0.05 0.43 -0.653
O -1.24399 1.31378 0.80087 0.14 -0.56 -0.22 0.412
O -2.66592 -0.55899 -0.28049 -0.13 -0.01 0.20 -0.750
P -3.57982 1.60413 -1.95746 -0.02 -0.04 0.03 -0.181
O -1.20611 0.74048 -2.36850 -0.19 0.25 0.05 -0.052
O -4.10747 3.10206 -2.37179 0.13 -0.06 0.07 -0.551
O -1.92676 1.94294 -2.03439 -0.09 0.04 -0.19 -0.215
H -3.64528 3.52526 1.09796 -0.02 0.00 -0.01 0.280
H -3.88945 3.68631 -1.60707 -0.01 0.02 0.01 0.412
H -2.28511 3.25784 0.24571 0.01 -0.01 -0.01 0.230
H -5.30999 1.86278 1.35590 0.00 0.00 0.01 0.317
H -5.47531 0.62950 0.11187 0.01 0.00 -0.02 0.386
H -5.82747 2.32489 -0.28471 0.00 0.02 0.01 0.435
H -2.60195 0.06544 2.73984 -0.09 0.08 -0.26 0.415
H -0.44679 1.12823 -2.82367 -0.05 0.03 -0.21 0.266
F 2.36887 -1.32074 -2.03003 -0.08 0.06 -0.06 -0.220
C 1.70396 -0.13543 -2.03337 0.24 -0.04 0.02 -0.059
F 2.69403 0.77778 -2.27822 -0.04 -0.08 -0.05 -0.251
F 1.00374 -0.11446 -3.23133 0.18 -0.04 -0.24 -0.344
```
Positions in Å, forces in eV/Å.

The value obtained for the lowest unoccupied orbital energy (alpha / beta) is 4.076 / 3.558 eV. The value obtained for the highest occupied orbital energy (alpha / beta) is 0.3 / -2.1 eV. The net charge is -2. The spin multiplicity is 6. The frontier orbital gap (alpha / beta) comes out at 3.8 / 5.6 eV.

---

Record 3
Density functional theory data (the ωB97M-V functional and the def2-TZVPD basis) for a molecular structure, C24H31F5NPS3Zn.

Structure (XYZ):
```
66
Properties=species:S:1:pos:R:3:forces:R:3:mulliken_charge:R:1
Zn -0.26435 -1.71883 -0.50190 -0.17 -0.05 -0.19 1.032
S 1.33073 -3.43663 -0.23366 0.11 0.05 0.13 -0.542
C 1.53566 -3.27018 1.50899 -0.04 -0.03 0.06 0.149
C 2.69869 -3.78605 2.10243 -0.07 0.04 0.00 -0.616
C 2.94426 -3.70865 3.46659 -0.06 0.02 -0.08 -0.477
C 2.01052 -3.09163 4.29018 -0.05 0.03 -0.08 -0.551
C 0.85144 -2.57315 3.72740 -0.02 -0.02 -0.07 -0.602
C 0.57405 -2.65064 2.35450 0.08 -0.01 0.04 0.264
S -0.94869 -1.97842 1.76249 0.13 0.02 0.03 -0.504
H 3.42674 -4.25651 1.45112 0.00 0.00 -0.01 0.346
H 3.86032 -4.12030 3.87729 0.01 0.00 0.00 0.328
H 2.18135 -3.00643 5.35812 -0.01 0.00 0.01 0.312
H 0.11742 -2.08488 4.35971 0.01 -0.01 -0.01 0.334
C 1.05558 1.25877 1.75054 -0.02 0.07 0.01 -1.723
C 1.77128 1.56745 0.42519 0.02 -0.12 0.03 2.133
C 2.46197 2.92713 0.56410 0.04 0.00 0.08 -1.984
C 2.83575 0.46030 0.26936 0.00 0.09 0.00 -1.644
P 0.53053 1.35644 -1.01471 0.00 -0.17 -0.15 1.528
N 0.27317 -0.09652 -1.41116 -0.04 0.06 0.19 -1.068
C -1.04798 2.32650 -0.55422 -0.05 -0.06 -0.04 2.338
C -0.86787 3.69523 0.10660 -0.07 0.03 0.00 -2.018
C -1.88090 2.50086 -1.83487 0.01 0.02 0.03 -2.079
C -1.90432 1.42510 0.35100 0.01 0.05 -0.01 -1.941
C 1.28741 2.24084 -2.53802 0.02 -0.02 0.01 2.057
C 2.73879 1.75594 -2.67692 -0.01 0.05 -0.04 -2.025
C 1.27176 3.77234 -2.56185 0.06 -0.02 -0.06 -1.916
C 0.56154 1.70659 -3.78466 0.02 -0.01 0.01 -1.831
H 1.81259 1.16210 2.53682 0.00 0.01 -0.01 0.639
H 0.50164 0.31920 1.71695 -0.01 -0.03 -0.04 -0.011
H 0.37303 2.05374 2.05339 0.00 -0.02 0.00 0.263
H 3.08662 2.90612 1.46666 -0.01 0.02 -0.02 0.528
H 1.75410 3.75018 0.67554 0.01 -0.01 0.01 0.237
H 3.11818 3.15347 -0.27580 -0.01 0.03 0.02 0.276
H 3.34237 0.31557 1.22957 0.00 0.04 0.00 0.493
H 3.59569 0.70964 -0.47109 -0.03 -0.02 0.02 0.305
H 2.37870 -0.48829 -0.01680 -0.02 0.00 0.00 0.170
H -0.25706 4.37643 -0.48689 -0.01 0.00 0.00 0.242
H -0.42621 3.62044 1.09961 0.00 0.00 -0.01 0.286
H -1.85631 4.15823 0.22605 0.02 0.00 0.01 0.515
H -1.46186 3.24356 -2.51366 -0.05 -0.03 0.00 0.315
H -2.88336 2.84170 -1.55351 0.00 0.00 0.01 0.595
H -1.98522 1.54806 -2.35695 0.02 0.01 0.01 0.362
H -1.48912 1.28044 1.34439 0.02 -0.04 0.01 0.271
H -2.04079 0.44534 -0.10580 0.01 -0.04 -0.02 0.163
H -2.89727 1.87947 0.45921 0.04 0.03 0.02 0.520
H 3.40073 2.19357 -1.93178 0.01 -0.03 -0.03 0.273
H 3.11588 2.05049 -3.66410 -0.01 0.00 0.02 0.652
H 2.78719 0.66884 -2.59713 -0.02 0.02 -0.02 0.339
H 1.76464 4.21353 -1.69561 0.02 0.00 0.02 0.227
H 0.25892 4.17145 -2.61532 0.05 0.01 0.00 0.264
H 1.80479 4.12005 -3.45751 -0.01 -0.01 0.03 0.518
H 0.42293 0.62769 -3.69205 0.01 0.03 0.01 0.329
H 1.17117 1.92300 -4.67082 0.00 0.02 0.01 0.529
H -0.41229 2.16611 -3.93547 -0.03 -0.01 0.00 0.308
F -5.53985 -5.29100 2.07597 0.06 0.05 -0.07 -0.340
C -4.80189 -4.60535 1.17454 -0.12 -0.09 0.14 0.624
C -5.11720 -3.30351 0.85621 -0.14 0.24 -0.01 0.067
F -6.17738 -2.71360 1.45714 0.15 -0.06 -0.08 -0.340
C -4.35908 -2.61363 -0.07383 -0.08 0.15 0.04 0.346
F -4.73065 -1.34456 -0.32936 0.03 -0.14 0.04 -0.382
C -3.25710 -3.16897 -0.72661 -0.05 0.01 0.04 -0.149
S -2.30412 -2.26957 -1.87618 0.06 0.04 0.06 -0.515
C -2.98055 -4.49301 -0.37608 0.10 -0.11 -0.06 0.329
F -1.96607 -5.14196 -0.95617 -0.07 0.02 0.05 -0.352
C -3.72783 -5.19952 0.54764 0.16 -0.17 -0.02 0.136
F -3.42280 -6.48013 0.84521 -0.02 0.11 -0.04 -0.332
```
Positions in Å, forces in eV/Å.

The value obtained for the lowest unoccupied orbital energy is 4.415 eV. The value obtained for the highest occupied orbital energy is -1.1 eV. The net charge is -2. The frontier orbital gap comes out at 5.5 eV.

---

These records have E_tot values of -37344.21163; -221178.38578; -130684.50162 eV, in the order they appear.